Below is a structure of composition C31H37CoN7O2SSbSe, with properties calculated with wB97M-V/def2-TZVPD.

M   831.40 Da
Charge   +2
Highest occupied orbital energy (alpha / beta)   -11.5 / -11.5 eV
E   -6159.39452 Ha
ΔE to the lowest compared entry with this formula, charge and spin   60.8 kcal per mole
Frontier orbital gap (alpha / beta)   4.3563 / 3.9602 eV

Atoms and positions in Å:
Co  0.453630  0.104339  0.311303
O  -3.201585  3.827818  1.180570
C  -3.509878  3.294651  -0.007718
C  -4.554154  3.895150  -0.716346
C  -4.956513  3.381117  -1.925691
C  -4.330555  2.255993  -2.482225
C  -3.281410  1.680880  -1.815408
C  -2.845144  2.190044  -0.573942
C  -1.720269  1.551683  0.069432
O  -1.038577  0.662688  -0.608525
N  -1.412318  1.832112  1.336393
N  -0.342103  1.083066  1.680916
C  0.086304  0.906832  2.871885
C  1.200712  -0.054238  2.967537
C  1.814799  -0.404144  4.153852
C  2.794161  -1.390162  4.135509
C  3.129189  -1.991760  2.933057
C  2.476249  -1.587017  1.779275
N  1.541877  -0.633998  1.789738
H  -2.511481  3.292579  1.612204
H  -5.037031  4.757518  -0.277829
H  -5.778446  3.850601  -2.450495
H  -4.678016  1.848754  -3.421343
H  -2.775066  0.810949  -2.213847
H  -0.371899  1.384724  3.730061
H  1.515089  0.074091  5.076299
H  3.272863  -1.698485  5.055449
H  3.873719  -2.773456  2.881034
H  2.694831  -2.036326  0.816873
C  -4.508196  -3.493148  -2.765787
C  -3.437214  -4.198768  -1.938658
Sb  -2.375605  -2.790549  -0.718010
C  -3.970978  -2.218811  0.620737
C  -4.764540  -3.357621  1.256533
C  -1.301538  -4.150657  0.575109
C  -1.856212  -5.572067  0.665848
H  -5.038339  -4.196642  -3.409555
H  -4.075825  -2.725226  -3.412537
H  -5.254200  -3.012802  -2.129866
H  -2.695491  -4.693557  -2.566649
H  -3.876938  -4.953427  -1.285776
H  -4.620074  -1.570444  0.028809
H  -3.496921  -1.600735  1.387914
H  -5.199346  -4.016412  0.503329
H  -5.589628  -2.973719  1.860338
H  -4.139357  -3.961459  1.914460
H  -1.276999  -3.675684  1.560770
H  -0.278597  -4.171114  0.191566
H  -2.892333  -5.588519  1.000334
H  -1.278543  -6.174671  1.370260
H  -1.810209  -6.075496  -0.300118
S  0.976272  -1.433129  -1.208815
C  0.469842  -0.699046  -2.727610
N  1.331798  0.187875  -3.283057
C  1.085277  0.821610  -4.442120
C  -0.080684  0.547565  -5.101193
C  -0.915270  -0.399349  -4.507374
N  -0.643138  -1.004382  -3.357957
H  2.185822  0.377330  -2.770186
H  1.836136  1.517605  -4.788299
H  -0.326088  1.026325  -6.036469
H  -1.845798  -0.687862  -4.984300
C  3.461659  4.661638  0.127230
N  3.936780  3.342259  0.530531
C  3.283932  2.181776  0.408799
Se  1.584893  2.036216  -0.389389
N  4.062993  1.207276  0.895418
C  5.268950  1.742401  1.350024
C  6.391634  1.161456  1.922685
C  7.428552  2.017549  2.240565
C  7.349159  3.396678  1.994755
C  6.229826  3.969354  1.421988
C  5.189711  3.104850  1.108313
H  2.396599  4.612892  -0.079256
H  3.994666  4.993278  -0.762161
H  3.635533  5.362330  0.940701
H  3.791013  0.240186  0.918590
H  6.459234  0.097692  2.106223
H  8.326931  1.615148  2.687674
H  8.187231  4.026340  2.259137
H  6.174639  5.031666  1.228485

Cartesian forces (eV/Å) of the 2 atoms listed first:
Co -0.149 -0.431 0.061
O 0.039 -0.011 -0.056